C39H55N3P2SiTa as an isolated structure in a non-equilibrium geometry, computed with ωB97M-V/def2-TZVPD.

Last column: Mulliken charge in e.
Cartesian coordinates (Å):
Ta (-0.06472, -0.67543, -0.45884)  0.28
C (0.11370, 2.17603, -3.13571)  -1.22
Si (-0.18709, 1.81469, -1.33043)  0.58
C (1.14433, 2.59490, -0.22091)  0.76
C (1.05402, 3.93544, 0.15773)  -0.66
C (2.10813, 4.57809, 0.78951)  -0.93
C (3.28544, 3.89448, 1.07370)  -1.17
C (3.39318, 2.55535, 0.74068)  -0.66
C (2.32718, 1.91769, 0.10595)  0.87
P (2.40236, 0.16777, -0.22571)  -1.56
C (3.08130, -0.77446, 1.18411)  0.72
C (2.90746, -0.15491, 2.57646)  -0.83
C (3.09793, -1.22407, 3.67294)  -0.65
C (4.00552, -2.35478, 3.19395)  -0.73
C (3.33679, -3.12708, 2.04517)  -1.02
C (2.48134, -2.19303, 1.16302)  -0.44
C (3.38550, -0.42792, -1.66733)  0.41
C (2.71607, -0.19629, -3.04337)  -0.01
C (3.49603, 0.78999, -3.92063)  -1.40
C (3.98530, 1.97324, -3.08852)  -0.06
C (5.04853, 1.51786, -2.08197)  -0.82
C (4.84981, 0.05937, -1.64579)  -1.03
C (-1.84312, 2.59676, -0.90652)  0.50
C (-2.11578, 3.93417, -1.20505)  -0.60
C (-3.33943, 4.49894, -0.88443)  -0.99
C (-4.33278, 3.73969, -0.27616)  -0.94
C (-4.10660, 2.40321, 0.00093)  -0.60
C (-2.86121, 1.84714, -0.30880)  0.39
P (-2.54508, 0.09857, -0.12473)  -0.32
C (-3.89311, -0.84077, -0.95368)  0.38
C (-3.45879, -2.16734, -1.59302)  -0.58
C (-4.70943, -2.94323, -2.00686)  -1.04
C (-5.51477, -3.39674, -0.77652)  -0.88
C (-5.26654, -2.48752, 0.43312)  -0.68
C (-5.10664, -1.02868, 0.00902)  -0.71
C (-2.45572, -0.43870, 1.65112)  0.93
C (-1.02093, -0.91607, 1.88234)  -1.66
C (-0.77133, -1.47190, 3.28800)  -0.91
C (-1.16324, -0.41060, 4.31617)  -0.69
C (-2.60381, 0.05843, 4.11078)  -0.96
C (-2.82447, 0.60977, 2.70100)  -1.05
H (-0.08719, 3.23423, -3.32002)  0.46
H (-0.58853, 1.60524, -3.75222)  0.46
H (1.12079, 1.96874, -3.47977)  0.22
H (0.15242, 4.50042, -0.04592)  0.47
H (2.01294, 5.62064, 1.06317)  0.49
H (4.10843, 4.40049, 1.56086)  0.49
H (4.30339, 2.01487, 0.97471)  0.78
H (4.15074, -0.85181, 0.96045)  0.80
H (1.93808, 0.33398, 2.67431)  0.05
H (3.64814, 0.63463, 2.70806)  0.53
H (2.13961, -1.67013, 3.96035)  0.04
H (3.48673, -0.74954, 4.57245)  0.58
H (4.22655, -3.03545, 4.01431)  0.51
H (4.96843, -1.95205, 2.87098)  0.30
H (2.71675, -3.93626, 2.43209)  0.39
H (4.09619, -3.59216, 1.41444)  0.35
H (1.45844, -2.12696, 1.57332)  -0.29
H (2.39567, -2.61309, 0.15527)  0.44
H (3.40738, -1.50268, -1.46268)  0.92
H (1.69949, 0.18777, -2.91207)  -0.31
H (2.61498, -1.15709, -3.55363)  0.20
H (2.86414, 1.11241, -4.75011)  0.52
H (4.34953, 0.28332, -4.37698)  0.47
H (3.13838, 2.42310, -2.55660)  -0.12
H (4.38942, 2.75444, -3.73067)  0.61
H (5.05683, 2.18587, -1.22090)  0.30
H (6.03923, 1.59588, -2.52996)  0.46
H (5.30934, -0.12224, -0.67114)  0.36
H (5.37648, -0.60418, -2.33547)  0.51
H (-1.37797, 4.54792, -1.71042)  0.48
H (-3.53126, 5.53655, -1.12520)  0.47
H (-5.28788, 4.18860, -0.03818)  0.51
H (-4.89387, 1.80864, 0.43738)  0.39
H (-4.18298, -0.15856, -1.75845)  0.71
H (-2.86395, -2.77262, -0.89267)  0.29
H (-2.83697, -1.95165, -2.46270)  0.41
H (-4.43772, -3.79962, -2.62251)  0.44
H (-5.31608, -2.29230, -2.64312)  0.39
H (-5.25745, -4.42239, -0.51183)  0.38
H (-6.57644, -3.40155, -1.02292)  0.34
H (-4.37127, -2.82141, 0.97008)  0.11
H (-6.08777, -2.57200, 1.14387)  0.56
H (-5.03366, -0.38547, 0.88916)  0.31
H (-6.00417, -0.70026, -0.51870)  0.56
H (-3.11373, -1.30729, 1.74623)  0.43
H (-0.31145, -0.04156, 1.76391)  0.23
H (-0.74628, -1.77447, 1.18966)  1.20
H (0.27122, -1.76242, 3.39159)  -0.20
H (-1.38093, -2.37205, 3.40684)  0.60
H (-0.48224, 0.44550, 4.23467)  0.28
H (-1.02808, -0.82131, 5.31620)  0.48
H (-2.84942, 0.83414, 4.83554)  0.50
H (-3.29527, -0.76894, 4.29381)  0.35
H (-2.22631, 1.51510, 2.54520)  0.45
H (-3.86786, 0.90289, 2.57067)  0.44
N (-0.36913, -4.93034, -5.67915)  -0.24
C (-0.35460, -4.20040, -4.79067)  0.50
N (-0.33848, -3.36411, -3.77207)  -0.16
C (-0.23305, -2.69288, -2.83114)  1.19
N (-0.14300, -1.94021, -1.83244)  -0.42

Forces on the atoms, in the same order (eV/Å):
Ta 0.056 -1.005 0.413
C -0.111 -0.298 -0.116
Si 0.004 0.955 -0.126
C -0.066 -0.097 0.009
C -0.159 0.115 -0.073
C 0.059 -0.001 0.039
C -0.004 -0.001 -0.016
C -0.045 0.068 0.034
C 0.261 -0.065 0.032
P -0.200 -0.023 -0.406
C 0.040 -0.128 -0.123
C 0.237 -0.063 0.100
C -0.058 -0.081 0.009
C -0.031 0.042 0.003
C 0.022 -0.030 -0.035
C 0.058 0.116 -0.018
C 0.091 0.089 0.047
C 0.030 0.013 -0.037
C -0.004 0.012 0.020
C 0.001 -0.056 -0.055
C -0.005 -0.010 -0.016
C 0.010 -0.006 0.054
C -0.054 -0.136 0.027
C 0.069 0.023 -0.050
C -0.030 0.062 -0.023
C -0.022 -0.028 0.019
C 0.153 0.073 -0.065
C 0.008 -0.052 0.002
P 0.056 -0.072 0.138
C -0.050 0.063 0.040
C -0.024 -0.043 0.062
C -0.007 0.003 0.022
C 0.009 0.025 0.002
C -0.020 0.001 -0.035
C 0.006 -0.002 -0.025
C -0.022 0.008 -0.112
C 0.107 0.053 0.016
C -0.086 0.077 -0.033
C -0.055 0.029 -0.023
C 0.067 0.053 0.026
C -0.105 0.035 0.027
H -0.034 0.022 0.112
H 0.049 0.063 -0.003
H 0.050 0.065 -0.025
H 0.046 -0.025 0.026
H -0.002 -0.002 0.000
H -0.015 0.006 -0.005
H -0.036 0.020 0.008
H -0.020 -0.065 0.020
H -0.246 0.077 0.015
H -0.050 -0.019 0.017
H 0.054 0.110 -0.002
H 0.038 -0.025 -0.009
H 0.000 -0.010 -0.012
H -0.001 0.018 0.011
H -0.025 0.014 0.011
H -0.013 -0.018 0.021
H -0.093 -0.012 0.073
H 0.059 0.003 -0.067
H -0.025 -0.050 0.050
H 0.012 -0.101 0.020
H 0.040 0.006 -0.006
H 0.003 0.018 0.019
H -0.005 0.017 -0.001
H -0.029 0.002 0.003
H -0.010 0.002 0.005
H 0.020 -0.007 -0.041
H 0.000 -0.001 -0.007
H 0.018 0.009 -0.026
H 0.000 0.008 0.004
H -0.024 -0.019 0.015
H 0.006 -0.007 0.007
H 0.004 -0.015 0.000
H -0.092 -0.061 0.055
H 0.022 -0.003 -0.013
H -0.028 0.031 -0.041
H 0.037 -0.011 -0.041
H 0.012 -0.008 -0.004
H 0.014 -0.011 0.008
H 0.003 -0.004 -0.007
H 0.006 0.004 0.010
H 0.003 -0.005 0.001
H -0.004 0.009 0.010
H -0.008 0.012 0.014
H 0.002 -0.026 -0.007
H 0.003 -0.014 0.016
H 0.038 -0.121 -0.109
H -0.115 -0.042 0.060
H 0.006 -0.036 0.034
H -0.014 0.029 0.011
H -0.004 -0.028 0.004
H -0.025 0.004 0.001
H 0.004 -0.019 0.013
H 0.010 -0.011 -0.006
H 0.018 -0.015 0.005
H 0.029 0.015 0.001
N -0.007 0.036 0.028
C -0.022 0.059 0.072
N 0.038 -0.358 -0.337
C 0.025 0.491 0.515
N 0.093 0.281 -0.272

The calculation puts the gap between HOMO and LUMO at 6.46 eV. Its charge is +3. For the highest occupied orbital energy, the calculation gives -17.199 eV. The LUMO energy is -10.735 eV.



C39H57BN7SV as an isolated structure, computed with ωB97M-V/def2-TZVPD.

Last column: Mulliken charge in e.
Cartesian coordinates (Å):
V (-0.00157, -0.14358, 0.01252)  -1.23
C (-1.39823, 3.72159, -2.33585)  -1.56
C (-0.12367, 2.89365, -2.10013)  0.61
C (-0.27331, 1.50154, -2.70209)  -0.98
C (0.17670, 2.89358, -0.63017)  -0.46
C (0.47652, 3.96846, 0.15359)  -1.40
C (0.48805, 3.53335, 1.48995)  0.19
C (0.73745, 4.48691, 2.63320)  0.29
C (1.21407, 3.93064, 3.97322)  -1.48
C (-0.49564, 5.39509, 2.80315)  -1.36
N (0.22380, 2.21421, 1.51091)  0.32
N (0.06627, 1.78975, 0.17797)  0.78
B (0.04564, 1.16949, 2.70014)  1.80
N (1.20915, 0.10052, 2.51543)  0.36
N (1.45549, -0.19436, 1.17473)  0.88
C (2.75705, -0.67848, 1.06352)  -0.22
C (3.24664, -0.79488, 2.32325)  -1.37
C (2.28018, -0.28142, 3.21894)  0.25
C (2.51645, -0.22741, 4.69976)  0.37
C (1.30105, 0.02096, 5.57792)  -1.40
C (3.65438, 0.76709, 5.00932)  -1.29
C (3.49500, -0.84000, -0.23458)  0.49
C (4.81744, -0.05293, -0.15737)  -1.49
C (2.68077, -0.32636, -1.40341)  -1.37
N (-1.31714, 0.45932, 2.45104)  0.85
N (-1.48358, -0.08488, 1.18852)  0.79
C (-2.81646, -0.37845, 1.01859)  -0.69
C (-3.45994, -0.05246, 2.17999)  -1.06
C (-2.51314, 0.49102, 3.05820)  0.07
C (-2.87243, 1.09107, 4.39019)  0.04
C (-2.05494, 0.61444, 5.58627)  -1.49
C (-2.88237, 2.62452, 4.29094)  -1.09
C (-3.43750, -0.90803, -0.24247)  1.70
C (-4.86280, -0.36428, -0.40546)  -1.73
C (-2.63519, -0.57965, -1.50028)  -0.04
H (-1.66384, 3.70305, -3.39391)  0.45
H (-1.25812, 4.76222, -2.04236)  0.42
H (-2.23909, 3.31710, -1.76085)  0.36
H (0.70608, 3.40405, -2.58900)  0.57
H (-1.02699, 0.91580, -2.15240)  -0.14
H (0.65961, 0.95602, -2.75303)  -0.02
H (-0.64701, 1.56599, -3.72355)  0.60
H (0.64181, 4.98453, -0.18165)  0.71
H (1.53849, 5.11678, 2.24678)  0.63
H (0.40006, 3.49807, 4.55722)  0.12
H (1.62412, 4.75573, 4.55770)  0.51
H (2.00506, 3.18460, 3.85445)  0.10
H (-1.36809, 4.81782, 3.11763)  0.22
H (-0.74601, 5.92222, 1.88033)  0.44
H (-0.28584, 6.14148, 3.57185)  0.45
H (0.08512, 1.68409, 3.75810)  -0.95
H (4.22678, -1.15843, 2.60693)  0.73
H (2.90424, -1.22396, 4.92365)  0.60
H (1.03908, 1.08161, 5.58743)  0.06
H (1.53825, -0.26353, 6.60552)  0.47
H (0.43274, -0.56249, 5.26094)  0.33
H (3.33538, 1.79397, 4.81650)  0.22
H (4.55667, 0.56708, 4.42647)  0.44
H (3.91310, 0.68906, 6.06542)  0.42
H (3.74925, -1.89012, -0.37411)  0.14
H (4.62741, 1.00013, 0.07250)  0.38
H (5.33581, -0.10792, -1.11677)  0.44
H (5.48389, -0.45800, 0.60567)  0.42
H (2.51419, 0.74597, -1.27915)  0.31
H (1.73448, -0.86177, -1.53672)  0.26
H (3.21648, -0.45294, -2.34480)  0.73
H (-4.51773, -0.15313, 2.38467)  0.53
H (-3.89939, 0.76494, 4.54627)  0.63
H (-1.06744, 1.07105, 5.59405)  0.09
H (-1.94973, -0.47407, 5.61056)  0.38
H (-2.56559, 0.91783, 6.50252)  0.52
H (-1.86397, 3.00300, 4.16505)  -0.19
H (-3.28414, 3.04520, 5.21352)  0.52
H (-3.49831, 2.98106, 3.46118)  0.37
H (-3.51372, -1.98993, -0.12803)  -0.38
H (-4.87443, 0.72346, -0.30389)  0.41
H (-5.54783, -0.79218, 0.32916)  0.46
H (-5.24669, -0.61914, -1.39502)  0.42
H (-2.81735, 0.44324, -1.82917)  0.41
H (-2.88492, -1.24848, -2.32214)  0.65
H (-1.55421, -0.71837, -1.37058)  -0.88
N (0.06364, -2.04177, -0.27770)  -0.35
S (-0.59779, -3.20135, -1.27925)  -0.02
C (-1.51216, -4.30886, -0.25356)  1.11
C (-0.88480, -4.99852, 0.78120)  -0.49
C (-1.64667, -5.86655, 1.54239)  -0.79
C (-3.00053, -6.04926, 1.25225)  -0.51
C (-3.60059, -5.37144, 0.19957)  -0.71
C (-2.85394, -4.48560, -0.56767)  -0.46
C (0.76919, -4.17917, -1.83989)  0.92
C (2.05463, -4.00565, -1.35306)  0.20
C (3.05760, -4.83578, -1.83830)  -0.91
C (2.76186, -5.80215, -2.79228)  -0.56
C (1.46302, -5.95079, -3.27086)  -0.76
C (0.44944, -5.13321, -2.79929)  -0.57
H (0.64206, -2.49797, 0.42673)  0.36
H (0.18079, -4.89748, 0.97234)  0.41
H (-1.18113, -6.42514, 2.34619)  0.46
H (-3.58522, -6.74302, 1.84477)  0.45
H (-4.64465, -5.54042, -0.03694)  0.47
H (-3.30527, -3.97258, -1.41301)  0.51
H (2.28766, -3.24999, -0.61443)  0.00
H (4.07144, -4.72766, -1.46920)  0.48
H (3.55004, -6.44373, -3.17006)  0.43
H (1.23716, -6.70473, -4.01775)  0.43
H (-0.56694, -5.24890, -3.17087)  0.48

Forces on the atoms, in the same order (eV/Å):
V -0.027 0.166 -0.037
C -0.077 0.008 0.019
C -0.041 -0.083 0.004
C -0.190 0.043 0.279
C -0.038 -0.368 0.144
C 0.014 0.380 0.175
C 0.072 0.016 0.112
C -0.124 -0.110 -0.024
C 0.008 -0.011 -0.014
C -0.019 0.009 0.025
N 0.142 0.014 -0.283
N -0.192 0.608 0.032
B -0.070 0.060 -0.106
N 0.205 0.132 -0.334
N 0.344 -0.381 0.329
C -0.314 0.158 0.057
C 0.286 -0.070 0.228
C -0.181 0.055 0.192
C 0.014 0.159 -0.065
C -0.009 0.035 0.031
C -0.003 0.006 -0.038
C 0.044 0.142 0.051
C 0.048 -0.020 0.074
C -0.024 0.180 -0.240
N -0.031 0.017 -0.344
N -0.358 -0.218 0.433
C 0.253 0.108 -0.012
C -0.281 0.037 0.136
C 0.060 0.073 0.093
C 0.041 0.093 -0.074
C 0.011 -0.046 0.041
C 0.061 -0.013 -0.024
C 0.065 0.044 -0.055
C -0.112 -0.043 0.034
C -0.358 -0.001 0.288
H 0.027 0.023 0.059
H -0.019 -0.070 0.007
H 0.079 0.030 -0.068
H 0.062 0.027 -0.092
H 0.354 0.363 -0.215
H 0.374 -0.159 0.026
H -0.010 -0.023 -0.010
H -0.032 -0.154 0.091
H 0.112 0.090 -0.045
H 0.059 0.056 -0.025
H -0.016 -0.046 -0.040
H -0.090 0.070 -0.009
H 0.066 0.064 -0.026
H 0.026 -0.052 0.076
H -0.024 -0.056 -0.065
H -0.036 -0.107 -0.199
H -0.175 0.090 -0.035
H 0.022 -0.113 0.007
H 0.016 -0.113 0.012
H -0.018 0.031 -0.104
H 0.127 0.053 0.028
H 0.034 -0.086 0.014
H -0.096 0.012 0.061
H -0.012 0.003 -0.044
H -0.016 -0.076 -0.019
H 0.017 -0.107 -0.037
H -0.046 -0.014 0.083
H -0.055 0.044 -0.056
H -0.087 0.093 -0.042
H -0.028 -0.038 -0.044
H -0.012 -0.007 0.018
H 0.196 0.031 -0.019
H -0.111 -0.014 0.006
H -0.065 -0.028 0.018
H -0.014 0.117 -0.014
H 0.044 -0.023 -0.079
H -0.098 -0.030 0.016
H 0.021 -0.023 -0.038
H 0.056 -0.042 0.057
H 0.131 -0.113 0.001
H -0.020 -0.063 -0.037
H 0.080 0.071 -0.051
H 0.011 -0.007 0.067
H -0.049 -0.034 0.087
H -0.066 0.015 -0.045
H 0.048 -0.104 -0.064
N -0.051 -0.886 -0.371
S -0.080 0.345 -0.094
C 0.205 0.067 0.073
C -0.060 -0.082 0.042
C -0.019 -0.054 0.015
C 0.060 0.006 0.022
C -0.030 -0.010 -0.016
C -0.052 -0.034 -0.032
C -0.001 0.030 0.019
C 0.024 -0.158 -0.040
C 0.024 -0.009 -0.022
C 0.022 -0.011 -0.006
C 0.037 -0.089 -0.067
C -0.014 -0.032 -0.039
H -0.051 -0.001 0.078
H -0.111 0.026 -0.043
H -0.068 0.042 -0.052
H 0.043 0.038 -0.036
H 0.081 0.004 0.028
H 0.069 -0.036 0.098
H -0.058 -0.078 -0.045
H -0.077 -0.021 -0.045
H -0.075 0.053 0.040
H 0.050 0.090 0.088
H 0.150 0.041 0.064

The calculation puts the gap between HOMO and LUMO (alpha / beta) at 5.89 / 6.83 eV. The spin multiplicity is 2. Its charge is +3. Its energy above the lowest of the compared OMol25 structures with the same formula, charge and spin is 83.56 kJ/mol. The expectation value of S² is 0.790. For the highest occupied orbital energy (alpha / beta), the calculation gives -16.805 / -16.808 eV. The LUMO energy (alpha / beta) is -10.914 / -9.973 eV.



Look up the charge of the first one.
+3



Look up the charge of the first one.
+3



Look up the charge of the first one.
+3